276
Properties=species:S:1:pos:R:3:forces:R:3 method="wB97M-V/def2-TZVPD" fmax_ev_per_a=2.76 lumo_ev=0.45 homo_ev=-8.41 e_tot_ha=-5010.812391 e_above_lowest_kcal_mol=0.0 gap_ev=8.9
H -14.335290 -20.211890 -23.212910 -0.004 -0.054 -0.091
H -13.280340 -29.158830 -24.900010 -0.085 -0.193 -0.423
H -2.879920 -23.346340 -28.152570 0.773 0.263 -0.060
H -7.577090 -20.737700 -26.506750 -0.391 -0.087 -0.474
C -2.809620 -28.674220 -25.048770 -0.452 -1.527 -0.589
H 1.359660 -23.487160 -28.511310 0.116 0.599 0.589
C 1.455820 -18.207440 -30.294630 -0.062 -0.279 1.316
C -0.107300 -33.260350 -27.316890 -0.893 1.198 0.012
H 4.225540 -25.443610 -30.199290 0.396 0.177 0.280
H -5.705070 -25.999780 -20.442390 -0.045 0.055 0.227
H 1.185150 -29.892200 -29.902130 -0.270 0.129 0.012
H -4.817700 -18.819200 -27.927760 0.703 -0.007 0.178
H -5.731740 -25.715740 -33.390810 0.143 0.014 -0.087
H -3.957890 -29.910230 -26.485240 0.093 -0.610 0.632
H -5.231610 -29.222560 -28.167690 0.015 -0.507 0.190
H 3.532030 -28.590260 -26.161940 0.133 -0.034 -0.027
H 1.748220 -26.281080 -33.088400 0.217 0.040 0.044
C -6.771610 -24.005560 -31.488850 0.469 -0.881 0.446
H 3.607760 -18.465410 -30.309920 0.260 0.162 -0.080
H 1.336890 -23.207070 -30.808960 -0.265 0.170 0.357
C -0.816190 -24.605070 -24.322310 0.109 0.789 0.351
C -12.049080 -25.241070 -29.792390 -1.593 -0.088 -1.070
H 1.338840 -24.908490 -30.417170 -0.291 0.054 0.481
O -14.889720 -30.154910 -22.811570 0.992 1.248 -1.191
H -1.064010 -23.595920 -22.371340 -0.204 -0.230 0.003
H -0.377750 -33.687410 -26.351190 -0.315 -0.158 0.069
H -7.683090 -23.844670 -32.064540 -0.123 0.167 -0.077
H 7.252980 -26.222620 -32.282370 0.378 -0.147 0.372
H -3.107800 -25.966240 -26.969370 0.116 -0.481 0.117
H -4.856800 -21.599870 -29.221320 -0.310 0.168 -0.054
H -4.777660 -23.559980 -26.753160 0.280 0.043 -0.503
C 1.220580 -37.482240 -31.044120 -0.293 -0.560 1.386
H -3.770210 -20.984510 -28.009670 0.275 -0.144 -0.006
H -8.895780 -22.455790 -24.381750 0.005 -0.528 0.221
C 1.948150 -24.005170 -30.387650 -0.019 0.849 -1.522
C -12.511230 -20.974650 -24.938170 -1.363 0.198 0.817
C 1.023410 -35.212120 -27.982420 -0.019 -0.292 -2.318
H -0.806680 -30.016130 -23.765820 -1.146 -0.071 -0.058
H -14.137430 -31.562480 -21.544460 0.598 -0.093 0.014
H -13.342550 -19.157640 -22.182190 0.804 -0.813 0.228
H 6.769520 -25.604560 -33.772880 -0.302 0.617 -0.412
H -12.554210 -24.808440 -30.655970 -0.707 0.402 0.043
H -5.653640 -23.759680 -22.874210 -0.001 -0.248 0.515
H -7.470940 -28.784970 -19.900520 -0.111 -0.131 0.051
H -7.489460 -25.810470 -33.236480 -0.146 -0.228 -0.044
H -1.960160 -21.763450 -32.004020 -0.844 0.091 -0.170
O -6.474890 -25.408590 -31.451520 -0.280 -0.363 -0.909
C -11.415230 -21.980020 -25.183640 1.559 1.934 -0.084
C -2.976840 -27.730620 -31.150410 0.397 -0.845 0.958
O 1.242030 -36.279880 -30.275910 -0.414 1.460 -1.640
H -2.514490 -20.488480 -22.788740 0.119 -0.248 -0.005
C -2.149290 -22.060810 -30.972560 0.232 -0.927 0.861
H 0.549320 -18.178230 -30.899210 0.565 0.250 -0.972
C 3.674160 -25.526500 -31.135890 -0.022 1.492 0.750
H -0.311080 -28.391710 -24.243540 0.434 -0.029 0.335
H 0.973230 -35.639870 -26.981110 -0.037 0.470 0.159
C -2.764730 -24.427290 -28.232420 -0.478 0.162 -0.495
H -4.457050 -26.602330 -29.407850 0.238 0.194 0.014
H 4.279380 -18.926250 -33.022160 -0.128 -0.154 -0.196
H -8.317710 -24.909840 -20.608010 0.146 0.034 0.010
C -4.978230 -19.471950 -28.785800 -1.963 1.719 -0.701
H 1.043580 -24.396740 -25.489580 -0.390 0.448 -0.050
H -6.959750 -19.155640 -17.358660 0.413 -0.403 -0.103
H -2.145000 -32.684030 -27.761930 -0.163 -0.242 -0.195
C 3.562260 -22.281630 -27.421210 0.483 0.216 -0.635
O -4.221280 -19.052460 -29.920960 1.069 -0.411 0.416
H -10.732860 -23.215100 -28.399550 0.002 -0.940 0.593
O -7.751220 -19.871140 -24.698560 -0.193 0.678 0.479
H 3.698920 -23.575820 -31.312840 -0.006 0.578 -0.200
H -15.802210 -31.576550 -21.600970 -0.575 0.754 -0.117
H 3.255340 -28.817560 -30.240000 0.408 0.272 -0.354
H -2.552540 -26.755610 -30.910800 -0.225 0.161 0.314
C 4.673960 -25.747720 -32.209350 -0.072 -1.093 0.046
H -0.052990 -25.673500 -26.100770 -0.227 0.138 0.006
N 1.071390 -19.011970 -29.093960 1.508 -0.949 -0.950
C -0.610020 -20.582070 -30.086990 0.275 -0.379 0.761
C -8.951110 -21.994270 -25.367670 -0.509 1.881 0.735
H 1.596090 -30.385860 -27.383290 -0.264 -0.211 -0.150
H -5.139180 -25.252000 -27.297910 -0.592 0.442 -0.359
H 3.056190 -26.397200 -30.916620 -0.545 0.186 -0.808
H 1.503970 -20.871830 -30.015600 0.194 0.328 -0.206
C -6.218570 -26.960770 -20.412200 -1.333 0.895 -0.817
N 2.952970 -24.248790 -31.416590 0.601 -1.494 0.927
H -10.762740 -25.410410 -24.443460 -0.420 0.109 0.381
H -0.554580 -20.099720 -31.062890 -0.369 0.462 -0.019
H 7.673490 -24.525560 -32.618860 -0.074 -0.076 -0.240
H -8.066370 -26.260340 -26.677690 -0.380 -0.365 -0.310
H -2.016630 -23.893750 -25.607890 -0.426 -0.237 -0.636
C -6.726420 -18.956580 -25.109400 -0.531 0.072 0.548
H -5.696450 -19.310210 -25.062500 0.031 -0.877 -0.160
O -10.009290 -26.472620 -25.995000 0.608 -1.073 -0.311
C -0.141740 -26.948590 -28.970410 -0.223 0.433 0.904
C 2.804560 -18.603690 -31.033690 -2.193 0.866 0.403
H -13.449710 -21.525310 -24.873920 -0.333 -0.138 0.236
H 4.906740 -17.439000 -32.344630 0.154 0.155 0.040
N -3.147980 -24.958540 -26.914250 0.129 0.845 -0.296
C 0.281130 -25.127100 -25.218780 0.821 -1.195 1.105
C 1.401800 -27.314570 -33.086210 1.103 0.666 0.364
O 3.335070 -22.643910 -28.808480 -1.223 -0.512 0.886
H 0.865890 -32.809460 -27.122720 0.374 0.530 -0.200
H -0.040230 -25.057940 -22.273500 -0.076 -0.045 -0.079
H -1.104880 -24.641030 -29.717610 -0.427 0.018 -0.220
H -5.933610 -23.476660 -31.942860 0.067 0.134 -0.366
H -5.599430 -27.685330 -19.883260 -0.247 -0.018 0.144
H -12.681220 -20.217310 -25.703440 0.478 -0.316 -0.744
H -6.369270 -27.255430 -21.450740 0.580 -0.296 -0.222
H -7.966090 -17.813940 -17.632260 -0.275 0.442 0.076
O -1.564420 -29.120820 -25.635800 -0.636 -0.256 1.350
H -7.724070 -26.614260 -18.875140 0.057 0.650 0.140
C -0.588880 -29.375920 -24.620690 0.641 0.852 -0.434
H -12.816240 -30.029600 -22.627580 0.186 0.009 -0.158
H 0.822330 -25.815520 -24.569710 0.334 -0.607 -0.248
H -6.932850 -18.583320 -26.112480 -0.014 0.070 -0.082
H -13.742420 -28.659300 -21.964650 0.160 -0.035 0.356
H -5.599290 -27.781360 -29.966830 0.072 -0.185 -0.639
C 2.332060 -23.692830 -28.958780 0.586 -0.214 0.070
H 0.427970 -18.604130 -28.430800 0.044 0.337 -0.426
H -5.836260 -27.680190 -27.648310 -0.017 0.223 0.096
C -13.660450 -29.360730 -22.794930 -0.963 1.259 -0.687
H -13.567200 -18.670390 -23.766900 -0.683 0.026 -0.388
H 0.735370 -26.639190 -28.402030 0.142 0.116 0.036
H 1.892720 -37.070940 -28.631940 0.221 -0.105 0.977
O 2.273020 -28.486560 -27.842460 0.385 0.483 0.072
C -6.634910 -19.711600 -21.469060 0.949 -1.464 0.092
H 0.285640 -29.875180 -25.037890 -0.038 0.317 -0.557
H 0.505110 -27.290500 -32.466950 -0.218 -0.550 -0.007
H -11.604230 -27.834550 -23.727940 0.290 -0.014 -0.014
H -6.844070 -21.574230 -25.197960 0.115 -0.572 -0.053
H 4.237280 -21.426600 -27.384100 0.029 0.059 -0.533
H -8.244790 -19.440820 -19.427800 -0.361 0.155 0.466
H -14.877470 -30.212650 -20.763970 -0.569 0.032 0.271
O -5.932890 -23.912730 -24.848020 -0.562 -0.521 -0.794
O -0.940960 -21.935940 -30.288220 1.271 -0.268 0.585
H 3.936690 -17.366120 -33.838820 0.052 -0.079 0.054
H -0.703920 -24.381660 -28.037420 0.601 -0.060 0.034
N -8.126420 -23.793350 -29.358690 -0.967 0.368 -0.293
H -13.167290 -26.262180 -25.591900 -0.142 -0.024 -0.227
C 2.317010 -29.898380 -28.039590 0.761 0.460 -0.879
O -0.793120 -31.693560 -28.988860 0.096 -0.286 -0.094
H -8.673250 -26.178520 -21.783900 0.241 -0.201 -0.060
C -0.303920 -24.190320 -22.878330 -0.576 -0.024 -1.358
H 0.051970 -26.715660 -30.017460 -0.252 -0.105 -0.272
C -3.498510 -20.937780 -22.922630 0.487 1.274 -0.177
O 5.765280 -24.866370 -32.070370 -0.643 0.419 0.005
C -4.548830 -24.619150 -26.635270 -0.052 -0.677 0.021
H -1.500180 -29.761390 -28.735800 -0.276 -0.073 0.555
C 0.738520 -20.407250 -29.394010 0.343 -0.084 0.117
C 3.212310 -30.191800 -31.747790 0.706 0.187 0.661
C -4.660240 -27.673100 -29.424110 -0.243 0.574 -0.027
H -7.802230 -17.879380 -19.997270 0.591 0.262 -0.594
H -3.756980 -20.802260 -23.972830 -0.013 -0.509 -0.318
H 0.377920 -38.097620 -30.728950 -0.264 -0.125 0.173
N -3.807080 -28.006360 -27.158830 -0.613 0.884 -0.586
H 0.169540 -37.082620 -28.753140 -0.481 0.185 0.267
C -8.849980 -25.715000 -26.151700 0.543 0.187 0.077
C -11.085960 -25.771840 -25.419680 0.446 -1.044 -0.368
H -2.880850 -27.649820 -24.683220 0.747 0.433 -0.375
C -4.990100 -24.919630 -25.214600 0.400 0.568 -0.081
H 2.033350 -31.359850 -29.533390 0.224 -0.155 -0.291
C 1.040380 -36.440560 -28.885400 0.526 -1.842 -0.403
H -1.279620 -30.232660 -30.345000 0.146 -0.449 -0.237
H -12.132170 -26.304960 -30.014500 0.390 -0.151 0.648
H -6.569320 -18.800220 -22.063350 -0.200 0.381 0.220
H -1.246400 -31.385220 -27.025380 0.215 0.057 0.390
C 4.059370 -17.868300 -32.879200 -0.284 0.272 0.220
O -4.376030 -20.121260 -22.171320 -0.275 -0.918 0.794
C 2.141580 -30.275310 -29.546360 -0.104 0.250 1.154
C -10.609300 -23.437470 -29.459440 1.470 0.945 -0.189
C -3.923350 -28.905640 -26.063670 0.557 0.312 0.769
H -3.056910 -29.278430 -24.175920 0.247 -0.351 0.175
H 1.817790 -28.212140 -25.855430 0.016 -0.042 0.280
O -8.210050 -28.176800 -19.974300 -0.766 -1.167 -0.497
C -13.488800 -28.452650 -24.096290 -0.484 -1.460 0.202
H -8.934810 -22.758030 -26.145170 0.313 0.094 0.004
N -12.465520 -27.420850 -24.055280 0.495 0.191 0.389
C -4.782440 -20.885250 -28.401630 1.305 -0.768 0.552
H -12.552140 -24.937630 -28.874270 -0.149 -0.280 0.167
H -11.684450 -22.593920 -26.043140 0.083 -0.053 -0.080
O 2.858310 -17.676810 -32.139160 0.566 -1.129 0.568
H -2.664050 -30.899180 -29.494760 -0.107 -0.083 0.198
C -4.950020 -28.176960 -28.043160 0.580 -0.044 -0.307
H 2.824880 -19.642010 -31.364720 -0.049 -0.043 -0.270
H 1.204100 -27.554420 -34.130950 -0.198 -0.477 0.033
O -1.397570 -23.514770 -24.979620 -0.063 1.971 0.387
H -3.457940 -21.990680 -22.643620 -0.268 -0.048 0.130
C 6.909340 -25.293730 -32.737540 0.480 -0.740 0.303
H -11.358130 -22.761270 -29.871880 -0.202 -0.249 -0.793
H -3.935420 -18.159570 -29.714480 0.159 0.052 -0.291
H -9.643520 -26.012260 -20.345170 0.042 -0.160 0.142
H -6.439230 -27.131140 -32.567920 -0.146 0.109 -0.079
N -6.324920 -19.563290 -20.026720 -0.730 1.440 -1.136
H -2.957920 -28.201700 -27.669580 0.193 0.007 -0.223
H -6.780870 -19.973860 -29.826280 -0.044 -0.400 0.008
H -6.553350 -18.318180 -29.846150 0.355 0.450 0.552
H -4.117020 -24.844730 -24.566350 0.163 -0.111 0.320
C -5.718850 -17.050270 -16.592310 0.222 0.394 -0.011
H 0.042080 -33.987170 -29.256770 -0.033 0.456 0.122
C -1.613730 -30.628790 -29.386060 0.156 0.553 -0.330
H -2.927160 -21.558130 -30.397830 -0.243 0.669 -0.659
H -8.380020 -25.490380 -25.194210 -0.167 0.448 0.367
H 3.325880 -30.229640 -27.793510 0.154 -0.263 0.303
H -3.588430 -27.637800 -32.047880 -0.714 -0.103 0.344
C -6.882330 -23.526800 -30.045650 0.582 0.010 -0.464
H -5.411830 -21.181490 -27.562460 -0.370 0.042 -0.207
C -8.621570 -25.950710 -20.719230 0.151 0.137 0.109
H 3.190130 -31.280210 -31.802380 -0.546 -0.012 -0.227
H 2.692000 -21.946620 -26.856820 -0.504 -0.337 -0.320
O -3.561920 -28.385950 -29.972390 0.075 0.912 -1.575
H -14.433800 -27.968080 -24.341800 -0.192 -0.120 0.217
H 4.090860 -23.046870 -26.852810 -0.236 -0.507 -0.131
H -5.937730 -20.885030 -23.180820 -0.547 0.256 -0.312
H -6.694390 -18.135690 -24.393010 -0.534 0.101 -0.093
H 1.104420 -37.418020 -32.126010 0.206 1.082 0.152
N -10.185200 -21.204630 -25.457960 0.231 -0.783 -1.019
C -14.973820 -30.868670 -21.629100 0.866 -1.032 0.560
H 1.126190 -29.620210 -32.021780 -0.067 0.182 0.641
H 2.018250 -29.790900 -33.451760 0.024 -0.485 -0.421
C -7.071960 -18.299240 -18.023560 -0.861 -0.212 0.134
H -3.443390 -24.632600 -29.060290 -0.794 -0.664 0.057
C -9.178360 -22.895220 -29.829900 -0.864 0.237 0.108
H -5.499420 -17.907190 -15.955400 -0.463 -0.167 0.277
C 2.125620 -29.449860 -32.422070 -0.873 -0.770 -2.381
C -12.239550 -26.794300 -25.381510 -0.668 0.653 1.086
C -1.159850 -32.219320 -27.721710 0.546 0.111 0.072
N 3.273770 -29.819660 -30.364740 -0.181 -0.268 2.209
H 0.855860 -20.977740 -28.472670 -0.635 -0.106 0.184
C -6.426380 -24.105130 -23.560980 0.075 -0.053 1.076
C 2.661740 -28.043040 -26.524200 -0.689 -0.678 -0.736
C -7.702080 -26.876070 -19.933000 1.285 0.228 0.715
H -4.853080 -28.694070 -25.535520 -0.268 -0.129 -0.004
H -2.139530 -28.361860 -31.447970 0.020 -0.104 0.145
C -1.398980 -24.897550 -28.699860 0.645 -0.293 1.673
O -12.287830 -20.234490 -23.746330 -0.016 -0.313 1.678
H -11.241210 -24.916180 -26.076820 -0.686 0.252 0.064
H -9.112500 -22.652480 -30.890490 -0.137 -0.629 -0.597
H -7.642770 -20.121680 -21.533590 -0.095 0.080 -0.185
H 2.870950 -26.973300 -26.524440 0.012 -0.072 -0.354
H 1.675500 -17.205630 -29.925560 -0.297 0.148 -0.128
H -0.257990 -28.016930 -28.788050 -0.018 0.105 -0.259
C -5.674030 -20.700510 -22.139420 -0.262 0.636 -0.538
H -7.085870 -19.143890 -28.326830 -0.080 0.187 -0.004
H -5.722950 -21.706180 -21.721880 0.402 0.008 0.776
H -5.491510 -18.996820 -19.958600 0.473 -0.082 0.014
H -4.814330 -16.443030 -16.557890 -0.091 0.161 -0.253
H -5.406010 -25.925490 -25.156500 -0.250 -0.103 0.280
C -6.545300 -26.062310 -32.753540 0.185 0.929 1.322
H -12.088270 -27.549150 -26.153150 0.180 0.050 -0.253
H -7.346310 -23.577290 -23.309550 0.094 0.634 -0.689
H 4.197590 -25.650890 -33.184950 0.079 0.043 -0.258
O -10.758370 -24.807080 -29.849100 2.287 1.378 0.690
H 2.678940 -24.625580 -28.514080 0.391 -0.029 0.410
O -5.965090 -17.430490 -17.905860 0.215 -0.628 -1.519
C -7.755120 -21.044360 -25.476040 1.437 -0.564 -0.947
H -8.527370 -24.677570 -29.637050 0.689 -0.797 0.147
H -9.044890 -24.805350 -26.719720 0.047 0.201 0.002
H -6.025010 -23.929770 -29.506470 -0.046 -0.449 0.159
H -10.080410 -20.396190 -24.861690 -0.355 -0.031 0.244
H -9.013480 -21.894450 -29.430680 -0.340 0.049 0.721
H -11.184850 -22.612700 -24.326470 -0.719 -0.290 0.334
H 4.165730 -29.914800 -32.197630 0.047 0.127 -0.198
H -1.679040 -25.269250 -24.272800 0.479 -1.057 0.631
C -13.446600 -19.581570 -23.180970 0.574 0.459 -1.389
H 0.564410 -23.533910 -22.935100 0.158 -0.101 -0.271
H 1.953700 -34.684940 -28.193950 0.634 -0.062 0.669
H -6.717670 -25.130690 -23.334130 0.427 -0.465 -0.149
H 4.952590 -26.790660 -32.058590 0.668 -0.261 -0.389
H -6.572390 -16.443720 -16.289520 -0.010 -0.065 0.786
H 2.108130 -38.079490 -30.835210 0.304 -0.017 -0.008
H -1.384910 -20.203320 -29.420500 -0.239 0.778 -0.261
C -6.413740 -19.173020 -29.184430 -1.075 -0.900 -0.349
H -2.392840 -23.115190 -30.841910 -0.139 -0.197 -0.757
N -0.055420 -34.285020 -28.296630 -0.125 -1.836 0.305
C -7.410060 -18.740440 -19.456090 0.597 -0.815 1.357
O -1.313370 -26.314960 -28.455450 -0.217 0.352 -0.775
O 2.463060 -28.100760 -32.520180 -0.777 1.177 0.234
H -6.643300 -22.463340 -30.049930 -0.552 0.272 0.099